1.
Below is a structure of composition C61H37I4LaN6O6S in a non-equilibrium geometry, with properties calculated with ωB97M-V with the def2-TZVPD basis set.

```
116
C61H37I4LaN6O6S, DFT ωB97M-V with the def2-TZVPD basis set
La 0.20 -0.16 -0.46
I -0.62 2.62 8.35
C -0.71 2.48 6.25
C -0.92 1.25 5.65
C -0.97 1.17 4.27
C -0.79 2.31 3.47
C -0.61 3.54 4.11
C -0.57 3.63 5.49
C -0.76 2.14 2.00
C 0.38 2.57 1.31
C 1.54 3.22 1.90
C 2.42 3.43 0.90
C 1.83 2.85 -0.30
C 2.55 2.65 -1.49
C 3.86 3.36 -1.58
C 5.06 2.64 -1.56
C 6.28 3.30 -1.63
C 6.30 4.68 -1.73
I 8.15 5.69 -1.86
C 5.13 5.42 -1.75
C 3.91 4.75 -1.67
C 2.25 1.74 -2.51
N 1.14 0.96 -2.56
C 1.30 0.11 -3.61
C 0.34 -0.80 -4.05
C 0.72 -1.83 -5.06
C 0.45 -1.70 -6.42
C 0.76 -2.71 -7.31
C 1.35 -3.87 -6.83
I 1.78 -5.43 -8.19
C 1.66 -4.02 -5.49
C 1.34 -2.99 -4.61
C -1.00 -0.83 -3.58
C -2.12 -1.36 -4.32
C -3.24 -0.98 -3.64
C -2.79 -0.30 -2.45
N -1.44 -0.21 -2.46
C -3.61 0.18 -1.41
C -3.16 0.72 -0.19
C -4.00 0.94 0.97
C -3.18 1.39 1.96
C -1.86 1.50 1.39
N -1.88 1.05 0.11
C -5.08 0.15 -1.61
C -5.79 1.36 -1.56
C -7.16 1.40 -1.78
C -7.84 0.22 -2.04
I -9.92 0.28 -2.40
C -7.17 -0.99 -2.07
C -5.80 -1.02 -1.85
C 2.55 0.38 -4.29
C 3.12 1.42 -3.63
N 0.59 2.38 -0.03
H -1.02 0.35 6.25
H -1.10 0.21 3.79
H -0.51 4.44 3.51
H -0.43 4.59 5.97
H 1.68 3.44 2.94
H 3.41 3.85 0.97
H 5.01 1.56 -1.47
H 7.20 2.74 -1.61
H 5.16 6.49 -1.83
H 2.99 5.31 -1.67
H -0.02 -0.79 -6.79
H 0.55 -2.61 -8.37
H 2.13 -4.92 -5.12
H 1.58 -3.10 -3.56
H -2.06 -1.91 -5.24
H -4.26 -1.15 -3.94
H -5.05 0.74 1.03
H -3.45 1.66 2.97
H -5.25 2.27 -1.37
H -7.69 2.35 -1.76
H -7.72 -1.91 -2.25
H -5.29 -1.97 -1.84
H 2.92 -0.14 -5.16
H 4.04 1.91 -3.88
C -2.00 -3.34 -1.32
O -1.85 -2.28 -0.38
C -2.40 -2.50 0.86
C -3.63 -3.11 1.02
C -4.14 -3.33 2.30
C -3.40 -2.94 3.40
C -2.16 -2.33 3.24
C -1.63 -2.07 1.96
N -0.40 -1.48 1.70
N 0.36 -1.48 2.81
C 1.62 -1.19 2.81
C 2.39 -0.78 1.56
O 1.78 0.19 0.89
C 3.81 -0.36 1.85
C 4.34 -0.31 3.07
C 3.62 -0.78 4.25
C 4.23 -0.80 5.50
C 3.56 -1.29 6.62
C 2.27 -1.77 6.48
C 1.65 -1.75 5.25
C 2.30 -1.24 4.11
H -1.85 -4.31 -0.83
H -2.98 -3.32 -1.79
H -1.23 -3.19 -2.07
H -4.20 -3.42 0.16
H -5.11 -3.80 2.42
H -3.77 -3.12 4.40
H -1.57 -2.06 4.10
H 4.33 0.00 0.97
H 5.33 0.09 3.22
H 5.24 -0.43 5.60
H 4.05 -1.29 7.58
H 1.74 -2.18 7.34
H 0.64 -2.12 5.13
O 3.17 -3.18 -1.29
S 2.48 -1.99 -0.85
O 2.48 -2.07 0.74
O 3.11 -0.75 -1.26
O 1.05 -2.03 -1.27
```

Output
Frontier orbital gap, Eh: 0.1787
Charge: -2
DFT total energy, Ha: -4747.51881

---

2.
Below is a cluster of 5 separate species, C61H43O10P in total in a non-equilibrium geometry, with properties calculated with ωB97M-V with the def2-TZVPD basis set.

```
115
C61H43O10P, DFT ωB97M-V with the def2-TZVPD basis set
C -1.81 -2.82 3.44
C -2.22 -3.68 2.23
C -1.64 -3.17 0.91
C -1.80 -4.17 -0.26
P 0.14 -2.80 1.00
C 1.11 -4.43 1.30
O 0.51 -5.20 2.02
O 2.20 -4.43 0.72
H -0.82 -3.12 3.78
H -2.51 -2.91 4.25
H -1.74 -1.78 3.12
H -1.92 -4.71 2.41
H -3.31 -3.65 2.17
H -2.18 -2.26 0.66
H -2.40 -3.69 -1.03
H -0.85 -4.42 -0.72
H -2.29 -5.07 0.10
H 0.52 -2.22 -0.21
H 0.45 -1.88 2.00
C 4.92 -1.28 -0.15
C 4.48 -2.59 -0.03
C 5.10 -3.60 -0.75
C 6.16 -3.29 -1.60
C 6.59 -1.97 -1.73
C 5.97 -0.96 -1.00
C 7.69 -1.61 -2.66
O 8.07 -0.46 -2.77
C 8.32 -2.70 -3.46
C 9.32 -2.38 -4.37
C 9.93 -3.38 -5.11
C 9.55 -4.70 -4.93
C 8.55 -5.03 -4.03
C 7.93 -4.02 -3.29
C 6.83 -4.39 -2.35
O 6.50 -5.55 -2.20
H 4.44 -0.49 0.42
H 3.65 -2.84 0.61
H 4.76 -4.62 -0.65
H 6.32 0.06 -1.10
H 9.62 -1.34 -4.49
H 10.70 -3.13 -5.82
H 10.03 -5.48 -5.51
H 8.24 -6.05 -3.89
C -8.55 -1.69 -0.55
C -9.35 -0.68 -1.08
C -8.79 0.33 -1.83
C -7.42 0.35 -2.06
C -6.61 -0.65 -1.52
C -7.18 -1.67 -0.77
C -5.14 -0.62 -1.71
O -4.43 -1.50 -1.24
C -4.55 0.50 -2.48
C -3.17 0.57 -2.63
C -2.60 1.61 -3.36
C -3.41 2.57 -3.95
C -4.79 2.51 -3.80
C -5.36 1.48 -3.06
C -6.84 1.45 -2.89
O -7.55 2.29 -3.40
H -8.99 -2.48 0.03
H -10.42 -0.69 -0.89
H -9.41 1.11 -2.25
H -6.55 -2.45 -0.36
H -2.54 -0.18 -2.17
H -1.53 1.66 -3.47
H -2.97 3.37 -4.52
H -5.42 3.25 -4.25
C -9.18 4.24 2.57
C -8.62 3.20 1.84
C -9.06 1.90 2.04
C -10.05 1.64 2.99
C -10.59 2.69 3.73
C -10.16 3.99 3.51
C -11.62 2.43 4.78
O -12.10 3.34 5.42
C -12.04 1.02 5.01
C -12.97 0.75 6.01
C -13.38 -0.55 6.24
C -12.88 -1.59 5.45
C -11.96 -1.32 4.45
C -11.53 -0.02 4.23
C -10.52 0.24 3.18
O -10.08 -0.65 2.49
H -8.84 5.26 2.40
H -7.85 3.40 1.11
H -8.64 1.08 1.47
H -10.59 4.80 4.09
H -13.35 1.56 6.62
H -14.09 -0.76 7.02
H -13.21 -2.60 5.63
H -11.57 -2.12 3.84
C 9.96 0.31 -0.40
C 10.82 0.42 -1.49
C 11.35 1.65 -1.83
C 11.02 2.78 -1.09
C 10.14 2.67 -0.01
C 9.62 1.43 0.34
C 9.74 3.87 0.78
O 8.98 3.78 1.72
C 10.28 5.20 0.36
C 9.88 6.34 1.04
C 10.39 7.57 0.68
C 11.30 7.68 -0.36
C 11.71 6.54 -1.05
C 11.19 5.30 -0.70
C 11.61 4.09 -1.47
O 12.41 4.18 -2.37
H 9.55 -0.65 -0.13
H 11.07 -0.45 -2.07
H 12.02 1.75 -2.67
H 8.96 1.35 1.19
H 9.17 6.25 1.85
H 10.07 8.46 1.21
H 11.70 8.64 -0.64
H 12.42 6.61 -1.86
```

Output
Frontier orbital gap, Eh: 0.2979
DFT total energy, Ha: -3444.15625

---

3.
Below is a structure of composition C61H48KN4P2SSi, with properties calculated with ωB97M-V with the def2-TZVPD basis set.

```
118
C61H48KN4P2SSi, DFT ωB97M-V with the def2-TZVPD basis set
K -1.34 -0.56 0.09
C -2.07 -3.86 -3.56
C -3.00 -4.75 -3.07
C -3.26 -4.78 -1.71
C -2.57 -3.91 -0.87
N -1.72 -3.00 -1.35
C -1.47 -2.99 -2.66
C -2.73 -3.97 0.62
C -3.24 -5.11 1.23
C -3.34 -5.14 2.61
C -2.91 -4.05 3.34
C -2.40 -2.95 2.66
N -2.31 -2.92 1.33
C -1.90 -1.74 3.41
C -2.14 -1.57 4.77
C -1.63 -0.45 5.40
C -0.89 0.47 4.66
C -0.72 0.22 3.31
N -1.21 -0.85 2.70
H -1.82 -3.80 -4.61
H -3.52 -5.42 -3.74
H -4.00 -5.46 -1.31
H -0.76 -2.23 -3.00
H -3.54 -5.97 0.64
H -3.73 -6.02 3.11
H -2.97 -4.06 4.42
H -2.74 -2.27 5.33
H -1.81 -0.29 6.45
H -0.48 1.36 5.11
H -0.18 0.92 2.68
C -1.43 2.08 -2.87
Si 0.14 1.39 -2.03
C 1.26 2.96 -2.03
C 1.50 3.73 -3.16
C 2.18 4.94 -3.09
C 2.62 5.41 -1.86
C 2.39 4.66 -0.72
C 1.74 3.43 -0.80
P 1.46 2.39 0.70
C 3.02 2.60 1.64
C 3.02 2.40 3.03
C 4.20 2.33 3.75
C 5.42 2.43 3.09
C 5.44 2.60 1.72
C 4.26 2.69 1.00
C 0.31 3.49 1.64
C -1.05 3.22 1.45
C -2.02 3.98 2.10
C -1.65 5.01 2.94
C -0.30 5.29 3.13
C 0.67 4.54 2.48
C 0.91 0.18 -3.31
C 0.44 -0.22 -4.56
C 1.05 -1.28 -5.25
C 2.15 -1.92 -4.71
C 2.65 -1.52 -3.47
C 2.02 -0.50 -2.77
P 2.47 0.12 -1.07
C 4.27 -0.35 -1.13
C 4.89 -1.35 -0.39
C 6.26 -1.58 -0.51
C 7.03 -0.82 -1.37
C 6.42 0.19 -2.11
C 5.06 0.42 -1.98
C 1.86 -1.21 0.05
C 2.14 -1.08 1.41
C 1.79 -2.09 2.30
C 1.17 -3.24 1.85
C 0.89 -3.38 0.50
C 1.23 -2.37 -0.39
H -1.25 2.46 -3.88
H -1.83 2.90 -2.27
H -2.23 1.33 -2.93
H 1.14 3.38 -4.13
H 2.36 5.52 -3.99
H 3.13 6.37 -1.79
H 2.73 5.03 0.24
H 2.07 2.30 3.55
H 4.17 2.18 4.82
H 6.35 2.37 3.65
H 6.39 2.66 1.19
H 4.29 2.81 -0.08
H -1.37 2.41 0.81
H -3.06 3.73 1.94
H -2.40 5.60 3.45
H 0.00 6.10 3.78
H 1.72 4.77 2.64
H -0.41 0.28 -5.00
H 0.66 -1.59 -6.21
H 2.62 -2.74 -5.24
H 3.52 -2.01 -3.05
H 4.31 -1.97 0.28
H 6.72 -2.37 0.07
H 8.09 -1.00 -1.46
H 7.01 0.80 -2.78
H 4.60 1.22 -2.56
H 2.66 -0.21 1.77
H 2.02 -1.96 3.36
H 0.89 -4.02 2.55
H 0.42 -4.28 0.13
H 1.05 -2.51 -1.45
S -6.41 0.24 1.40
C -5.52 0.84 2.73
C -4.19 0.91 2.45
C -3.78 0.47 1.14
C -4.92 0.08 0.47
C -5.03 -0.38 -0.92
C -6.28 -0.65 -1.51
C -6.36 -1.05 -2.82
C -5.20 -1.18 -3.56
C -4.01 -0.90 -2.92
N -3.90 -0.53 -1.64
H -6.03 1.12 3.65
H -3.49 1.27 3.20
H -7.18 -0.52 -0.92
H -7.33 -1.25 -3.26
H -5.20 -1.48 -4.60
H -3.07 -0.97 -3.46
```

Output
Energy relative to the best compared isomer or geometry (same formula, charge and spin), kcal per mole: 0.0
Frontier orbital gap, Eh: 0.1824
Charge: -1
DFT total energy, Ha: -4542.72498

---

4.
Below is a structure of composition C61H50Cl3N3O4PtS3Te2, with properties calculated with ωB97M-V with the def2-TZVPD basis set.

```
127
C61H50Cl3N3O4PtS3Te2, DFT ωB97M-V with the def2-TZVPD basis set
Pt 0.62 -0.82 -0.57
C 0.10 0.09 6.69
C 0.09 -0.34 5.25
C -0.38 -1.59 4.86
C -0.44 -1.99 3.53
C -1.12 -3.28 3.23
O -1.95 -3.38 2.35
C -0.80 -4.51 4.05
C -1.76 -5.51 4.11
C -1.50 -6.69 4.80
C -0.27 -6.87 5.42
C 0.70 -5.88 5.35
C 0.43 -4.69 4.67
C 0.06 -1.15 2.49
O 0.05 -1.58 1.28
C 0.58 0.12 2.89
C 0.54 0.48 4.24
C 1.18 1.08 1.94
N 1.41 0.84 0.70
C 2.10 1.87 -0.12
C 3.26 1.27 -0.89
Te 5.00 0.94 0.31
C 4.29 -0.84 1.17
C 4.09 -0.91 2.55
C 3.61 -2.07 3.13
C 3.30 -3.17 2.34
C 3.52 -3.12 0.96
C 4.03 -1.96 0.38
C 1.51 2.44 2.50
C 0.60 3.47 2.34
C 0.89 4.74 2.83
C 2.10 4.98 3.47
C 3.01 3.95 3.63
C 2.72 2.68 3.16
H -0.26 -0.71 7.34
H -0.54 0.96 6.86
H 1.10 0.36 7.02
H -0.77 -2.27 5.61
H -2.70 -5.36 3.60
H -2.25 -7.46 4.85
H -0.06 -7.79 5.96
H 1.66 -6.02 5.83
H 1.18 -3.92 4.62
H 0.91 1.46 4.53
H 2.49 2.67 0.50
H 1.38 2.33 -0.80
H 3.57 1.92 -1.72
H 3.01 0.29 -1.32
H 4.29 -0.04 3.17
H 3.45 -2.11 4.20
H 2.89 -4.06 2.79
H 3.28 -3.97 0.34
H 4.25 -1.95 -0.68
H -0.34 3.28 1.83
H 0.17 5.54 2.70
H 2.32 5.97 3.85
H 3.95 4.13 4.13
H 3.43 1.87 3.27
Cl 4.64 5.18 -0.74
C 3.12 5.04 -1.56
C 1.94 5.15 -0.85
C 0.73 5.03 -1.52
C 0.68 4.79 -2.89
C -0.64 4.67 -3.61
C -0.94 3.26 -4.09
N -1.05 2.33 -3.00
C -2.14 2.12 -2.18
C -1.78 1.15 -1.30
N -0.48 0.77 -1.58
C -0.09 1.47 -2.61
O -1.69 5.10 -2.76
C -2.59 6.01 -3.38
C -1.93 7.30 -3.78
C -1.42 8.21 -2.90
Cl -1.53 8.14 -1.19
S -0.65 9.52 -3.67
C -0.99 8.88 -5.21
C -1.67 7.71 -5.13
C 1.89 4.69 -3.57
Cl 1.92 4.49 -5.30
C 3.11 4.81 -2.93
H 1.96 5.35 0.21
H -0.20 5.11 -0.98
H -0.60 5.31 -4.50
H -0.17 2.89 -4.77
H -1.88 3.29 -4.64
H -3.05 2.69 -2.29
H -2.34 0.68 -0.52
H 0.87 1.40 -3.09
H -3.38 6.19 -2.65
H -3.04 5.55 -4.27
H -0.67 9.41 -6.10
H -2.00 7.14 -5.99
H 4.03 4.74 -3.48
Te 1.61 -1.75 -2.82
C 0.04 -1.88 -4.21
C -0.06 -2.92 -5.10
C -1.14 -2.77 -6.02
C -1.85 -1.63 -5.81
S -1.20 -0.73 -4.50
H 0.63 -3.75 -5.10
H -1.38 -3.49 -6.79
H -2.72 -1.27 -6.33
O -1.86 -1.73 -1.43
S -2.41 -2.98 -2.04
C -3.69 -3.51 -0.89
C -3.84 -2.81 0.29
C -4.82 -3.23 1.20
C -5.61 -4.33 0.91
C -5.44 -5.02 -0.29
C -4.48 -4.61 -1.19
C -1.23 -4.28 -1.76
C -0.51 -4.31 -0.57
C 0.33 -5.38 -0.33
C 0.45 -6.40 -1.27
C -0.27 -6.36 -2.46
C -1.13 -5.29 -2.70
H -3.19 -1.97 0.51
H -4.93 -2.71 2.14
H -6.36 -4.66 1.62
H -6.06 -5.88 -0.51
H -4.33 -5.15 -2.12
H -0.60 -3.49 0.14
H 0.88 -5.42 0.60
H 1.10 -7.24 -1.07
H -0.17 -7.14 -3.19
H -1.70 -5.23 -3.62
```

Output
Multiplicity: 3
Energy relative to the best compared isomer or geometry (same formula, charge and spin), kcal per mole: 0.0
Frontier orbital gap (spin up / spin down), Eh: 0.2508 / 0.2379
Expectation value of S²: 2.01
DFT total energy, Ha: -6050.16789